[1]
ORCA calculation (the ωB97M-V functional and the def2-TZVPD basis) on 4 unconnected molecules or ions with the total composition C21H24BrF24NO4P2S3.

The value obtained for the gap between HOMO and LUMO is 8.56 eV. The LUMO energy comes out at -0.059 eV. The calculation puts the highest occupied orbital energy at -8.62 eV. The structure (SMILES) is CCSC[PH](CC(=O)Br)(N=C=S)[PH2]=S.FC(F)C(F)(F)COC(F)(F)C(F)F.FC(F)C(F)(F)COC(F)(F)C(F)F.FC(F)C(F)(F)COC(F)(F)C(F)F.

ORCA input file:
```
! RIJCOSX wB97M-V def2-TZVPD def2/J DEFGRID3
* xyz 0 1
C -1.7276 1.5260 4.2478
C -1.2685 1.3291 2.8001
S 0.3681 2.0587 2.6482
C 0.5774 2.2512 0.8904
P -0.3948 3.5407 0.0070
C 0.3782 5.1959 -0.2509
C 0.8477 5.8540 1.0140
O 1.3608 5.3224 1.9331
Br 0.6843 7.7969 0.9415
N -1.3188 4.1954 1.4753
C -2.4403 4.6149 1.3810
S -3.8979 5.1818 1.2706
P 0.3880 2.7725 -2.0788
S -1.0527 1.8177 -3.0006
H -0.8775 1.5932 4.9290
H -2.3457 0.6913 4.5714
H -2.2831 2.4561 4.3503
H -1.9438 1.8478 2.1210
H -1.2448 0.2800 2.5293
H 1.6271 2.5178 0.7572
H 0.3934 1.3215 0.3484
H -1.6276 3.1711 -0.5604
H 1.2733 5.0935 -0.8685
H -0.3364 5.8145 -0.7905
H 0.8915 3.8583 -2.8227
H 1.5505 1.9991 -1.9091
C 5.1135 1.5013 5.7479
C 4.9430 1.1771 4.2615
C 3.5492 0.7570 3.7908
F 3.1732 -0.3949 4.3840
F 3.5961 0.5562 2.4530
F 5.8593 0.2718 3.8654
F 5.1906 2.3500 3.5990
O 5.6539 0.4792 6.5537
C 4.8718 -0.4380 7.1825
C 5.2305 -1.8720 6.7611
F 5.0669 -2.0238 5.4333
F 4.3999 -2.7274 7.3988
F 3.5595 -0.1962 7.0190
F 5.1372 -0.3640 8.5106
H 5.8613 2.2923 5.7716
H 4.1901 1.9045 6.1655
H 2.8137 1.5356 4.0041
H 6.2645 -2.0898 7.0337
C -3.6215 -0.5921 -8.4428
C -3.4798 -2.0665 -8.0533
C -4.7300 -2.7851 -7.5342
F -5.1603 -2.2233 -6.3864
F -4.4115 -4.0751 -7.2881
F -2.4609 -2.2371 -7.1908
F -3.1709 -2.7226 -9.2160
O -3.1974 0.3546 -7.4920
C -4.0391 0.8636 -6.5500
C -3.5252 0.5947 -5.1293
F -3.4149 -0.7365 -4.9255
F -4.4266 1.0863 -4.2494
F -5.3033 0.4268 -6.7069
F -4.0556 2.2102 -6.6983
H -2.9357 -0.4660 -9.2791
H -4.6291 -0.3838 -8.8056
H -5.5282 -2.7514 -8.2801
H -2.5559 1.0721 -4.9763
C -1.3852 -4.2368 0.6091
C -1.0857 -2.7473 0.4234
C -0.8032 -2.2494 -0.9954
F 0.2999 -2.8464 -1.4885
F -0.5828 -0.9141 -0.9548
F -0.0931 -2.3573 1.2511
F -2.2301 -2.0912 0.7972
O -0.3136 -5.0366 1.0491
C 0.5392 -5.6517 0.1839
C 1.9944 -5.2159 0.4201
F 2.1136 -3.8850 0.2529
F 2.7801 -5.8378 -0.4866
F 0.1799 -5.4804 -1.0994
F 0.4995 -6.9809 0.4458
H -2.1039 -4.2713 1.4265
H -1.8700 -4.6486 -0.2770
H -1.6535 -2.4478 -1.6525
H 2.3052 -5.4909 1.4294
*
```


[2]
ORCA calculation (the ωB97M-V functional and the def2-TZVPD basis) on a molecular structure, C21H29N7O2Ta.

The value obtained for the gap between HOMO and LUMO is 6.61 eV. The LUMO energy comes out at -11.170 eV. The calculation puts the highest occupied orbital energy at -17.78 eV.

ORCA input file:
```
! RIJCOSX wB97M-V def2-TZVPD def2/J DEFGRID3
* xyz 3 1
Ta 0.4568 -0.3170 0.1282
C 1.8625 0.4166 3.3761
C 1.4957 1.7410 2.7397
N 0.8941 1.6092 1.3589
C -0.1776 2.6483 1.1548
C -1.0003 2.3237 -0.0725
N -1.3994 0.8686 -0.0074
C -2.2288 0.5920 1.2197
C -3.0463 -0.6903 1.1720
C -2.3380 -1.9381 0.6532
N -0.8733 -2.0019 0.9479
C -0.4699 -2.1877 2.3634
C 1.0377 -2.3951 2.3891
N 1.7917 -1.3436 1.5882
C 2.6786 -0.4952 2.4784
H 2.4355 0.6304 4.2792
H 0.9658 -0.1036 3.7261
H 0.7843 2.2684 3.3726
H 2.3770 2.3774 2.6544
H 1.6350 1.9007 0.7175
H -0.7995 2.6656 2.0472
H 0.2752 3.6348 1.0514
H -1.8962 2.9454 -0.1015
H -0.4377 2.4760 -0.9925
H -1.9665 0.6741 -0.8359
H -1.5397 0.5764 2.0699
H -2.8985 1.4377 1.3835
H -3.4124 -0.8527 2.1874
H -3.9393 -0.5433 0.5623
H -2.8266 -2.8266 1.0559
H -2.4168 -2.0037 -0.4344
H -0.5415 -2.8199 0.4370
H -0.7720 -1.3119 2.9406
H -0.9665 -3.0541 2.8060
H 1.4059 -2.3908 3.4133
H 1.2827 -3.3679 1.9606
H 2.4422 -1.8564 0.9901
H 3.2903 -1.1814 3.0637
H 3.3503 0.0673 1.8271
O 1.8533 -1.0431 -2.9016
C 1.1797 -2.0413 -2.3468
O 0.5824 -1.9141 -1.1964
C 1.1484 -3.2442 -3.0864
C 0.4311 -4.3579 -2.5919
C 0.4012 -5.5240 -3.3134
C 1.0819 -5.5991 -4.5332
C 1.7926 -4.5102 -5.0347
C 1.8318 -3.3337 -4.3231
H -0.0984 -4.2908 -1.6517
H -0.1450 -6.3822 -2.9481
H 1.0541 -6.5216 -5.0994
H 2.3113 -4.5894 -5.9797
H 2.3819 -2.4870 -4.7097
N 1.4865 0.4162 -1.1217
C 2.0400 0.1989 -2.3372
C 2.7549 1.1265 -2.9995
C 3.3312 0.8757 -4.2783
N 3.7432 0.6323 -5.3219
C 2.8627 2.3701 -2.2895
N 2.8185 3.2492 -1.5509
*
```


[3]
ORCA calculation (the ωB97M-V functional and the def2-TZVPD basis) on 2 unconnected molecules or ions with the total composition C9H11NO4P in a non-equilibrium geometry.

The value obtained for the gap between HOMO and LUMO (spin up / spin down) is 6.91 / 6.91 eV. The LUMO energy (spin up / spin down) comes out at -5.666 / -5.666 eV. The calculation puts the energy relative to the best compared isomer or geometry (same formula, charge and spin) at 37.03 kcal/mol. The calculation puts the highest occupied orbital energy (spin up / spin down) at -12.58 / -12.58 eV.

ORCA input file:
```
! RIJCOSX wB97M-V def2-TZVPD def2/J DEFGRID3
* xyz 1 1
C 0.1919 1.7343 3.9250
C 0.4572 2.6101 2.9039
C -0.0531 0.3972 3.5738
C 0.4851 2.2242 1.5756
C 0.0146 -0.0282 2.2856
C 0.2592 0.9105 1.2518
C 2.4709 -0.7860 -0.2123
C 0.8938 0.7790 -3.1925
C -0.7120 -2.8871 -1.9145
N 0.3686 0.5093 -0.0890
O 3.1656 -0.1034 0.3526
O 1.7667 -1.5572 -0.7682
O 0.1112 -0.1906 -2.5764
O -0.9357 -1.7852 -1.0309
P -0.3769 -0.3823 -1.0704
H 0.1699 2.0574 4.9082
H 0.7204 3.7128 3.2004
H 0.0072 -0.3902 4.3689
H 0.4031 2.8978 0.8159
H -0.2418 -1.0824 2.1453
H 1.2504 0.2878 -4.0718
H 1.4989 1.3085 -2.4899
H 0.2879 1.5959 -3.7283
H -1.7750 -3.2173 -2.2264
H -0.0148 -3.6024 -1.4321
H -0.2850 -2.5306 -2.8785
*
```


[4]
ORCA calculation (the ωB97M-V functional and the def2-TZVPD basis) on C4H7ClN2S in the gas phase in a non-equilibrium geometry.

The value obtained for the gap between HOMO and LUMO is 9.21 eV. The LUMO energy comes out at 0.347 eV. The calculation puts the energy relative to the best compared isomer or geometry (same formula, charge and spin) at 68.58 kcal/mol. The calculation puts the highest occupied orbital energy at -8.87 eV. The structure (SMILES) is CNN1C[C@@H](Cl)C1=S.

ORCA input file:
```
! RIJCOSX wB97M-V def2-TZVPD def2/J DEFGRID3
* xyz 0 1
C 1.7563 -1.1628 -0.5377
C -0.3642 1.4960 -0.0066
C -1.1938 1.0089 1.0533
C -1.1959 -0.4260 0.4857
H 2.6902 -1.6850 -1.1377
H 2.3346 -0.4251 -0.0094
H 1.3127 -1.9236 0.1606
H 0.1608 -1.2347 -1.7762
H -0.9522 2.0935 -0.6874
H 0.4803 1.8895 0.3781
H -0.8799 0.9197 2.0296
N 0.7620 -0.5551 -1.4198
N -0.1815 0.0562 -0.4156
S -1.9112 -1.8654 0.7930
Cl -2.8182 1.8140 1.0901
*
```


[5]
ORCA calculation (the ωB97M-V functional and the def2-TZVPD basis) on C3H7N5O in the gas phase in a non-equilibrium geometry.

The value obtained for the gap between HOMO and LUMO is 9.17 eV. The LUMO energy comes out at 0.932 eV. The calculation puts the energy relative to the best compared isomer or geometry (same formula, charge and spin) at 109.20 kcal/mol. The calculation puts the highest occupied orbital energy at -8.23 eV. The structure (SMILES) is N/N=C1\CNN=CNO1.

ORCA input file:
```
! RIJCOSX wB97M-V def2-TZVPD def2/J DEFGRID3
* xyz 0 1
C 0.0051 0.9290 -0.2198
C -0.0820 -0.5055 -0.6104
C -0.0245 -1.1924 2.1082
H 0.6868 1.3006 -2.6724
H -0.4916 2.3810 -2.8377
H -1.1320 -0.8950 -0.3295
H 0.0000 -0.5980 -1.6979
H 1.4295 -1.9327 -0.4289
H -0.3025 -1.5618 3.0554
H -0.8591 0.6389 2.6443
N -0.2761 1.5074 -2.3732
N -0.1596 1.9331 -0.9782
N 0.8891 -1.2753 0.1041
N 0.6862 -1.8831 1.3390
N -0.5886 0.1133 1.8113
O 0.2193 1.0406 1.0856
*
```


[6]
ORCA calculation (the ωB97M-V functional and the def2-TZVPD basis) on 2 unconnected molecules or ions with the total composition C4H14N in a non-equilibrium geometry.

The value obtained for the gap between HOMO and LUMO is 10.82 eV. The LUMO energy comes out at -3.830 eV. The calculation puts the energy relative to the best compared isomer or geometry (same formula, charge and spin) at 16.80 kcal/mol. The calculation puts the highest occupied orbital energy at -14.65 eV.

ORCA input file:
```
! RIJCOSX wB97M-V def2-TZVPD def2/J DEFGRID3
* xyz 1 1
C -3.3828 -1.8178 -0.4189
C -1.9465 -1.4790 -0.0793
H -3.6099 -2.7158 0.1562
H -4.0678 -1.0153 -0.1567
H -3.5103 -2.0048 -1.4833
H -1.6034 -0.5337 -0.5271
H -1.2307 -2.1988 -0.4935
H -1.7779 -1.4356 0.9953
C 2.4404 1.8462 1.1949
C 1.4066 0.9403 0.5475
N 1.8324 0.7560 -0.9643
H 2.1553 1.9642 2.2311
H 2.3572 2.8058 0.6809
H 3.4460 1.4749 1.0423
H 0.3972 1.2806 0.3566
H 1.4021 -0.0384 1.0160
H 2.2787 -0.1043 -1.2740
H 0.9809 0.7620 -1.5233
H 2.4324 1.5135 -1.3004
*
```


[7]
ORCA calculation (the ωB97M-V functional and the def2-TZVPD basis) on a gas-phase ion, C4H5INO3 (charge -1) in a non-equilibrium geometry.

The value obtained for the gap between HOMO and LUMO is 6.47 eV. The LUMO energy comes out at 3.436 eV. The calculation puts the energy relative to the best compared isomer or geometry (same formula, charge and spin) at 35.78 kcal/mol. The calculation puts the highest occupied orbital energy at -3.04 eV.

ORCA input file:
```
! RIJCOSX wB97M-V def2-TZVPD def2/J DEFGRID3
* xyz -1 1
C 2.3906 1.7894 0.3466
C 1.1538 -0.2000 0.6380
C -2.3847 -0.5842 -0.4097
C -0.9699 -0.1887 -0.7433
N -0.0929 -0.5762 0.3416
O 1.7875 -0.6452 1.5802
O 2.5794 2.0051 1.5145
O 1.4953 0.9571 -0.1425
I -0.0970 -1.5675 -2.7474
H 2.7205 2.3550 -0.5367
H -3.0601 -0.8713 -1.2559
H -2.7241 0.2921 0.1649
H -2.3275 -1.4754 0.2847
H -0.4709 -1.2903 0.9653
*
```


[8]
ORCA calculation (the ωB97M-V functional and the def2-TZVPD basis) on a molecular structure, C48H44BrMnOP2S4.

The value obtained for the gap between HOMO and LUMO (spin up / spin down) is 6.37 / 6.72 eV. The LUMO energy (spin up / spin down) comes out at -9.128 / -8.772 eV. The calculation puts the highest occupied orbital energy (spin up / spin down) at -15.49 / -15.49 eV.

ORCA input file:
```
! RIJCOSX wB97M-V def2-TZVPD def2/J DEFGRID3
* xyz 3 2
Mn -0.2084 1.0699 0.3559
O 0.3358 3.1206 2.9046
S -0.2569 1.8245 2.5390
C 0.5243 0.6184 3.6063
C 0.7159 0.9176 4.9444
C 1.3893 0.0006 5.7421
C 1.8701 -1.1859 5.1994
C 1.7020 -1.4634 3.8502
C 1.0349 -0.5463 3.0435
P 0.8005 -0.7702 1.2865
C 1.0442 -2.4692 0.8028
C 0.0964 -3.4214 1.1817
C 0.3058 -4.7535 0.8590
C 1.4495 -5.1326 0.1691
C 2.4044 -4.1853 -0.1866
C 2.2109 -2.8519 0.1333
C 1.7850 0.3775 0.3326
C 2.7028 1.4781 0.8063
C 4.1095 1.2313 0.2851
C 4.5262 0.9815 -0.9528
C 3.8583 0.9560 -2.3061
C 1.3729 0.2908 -0.9985
C -1.9717 1.8325 3.0344
C -2.3350 2.6084 4.1226
C -3.6744 2.6745 4.4752
C -4.6295 1.9906 3.7338
C -4.2560 1.2375 2.6286
C -2.9142 1.1464 2.2681
P -2.4047 0.2575 0.7718
C -3.3547 0.9550 -0.5921
C -4.3526 0.2839 -1.2954
C -5.0079 0.9293 -2.3350
C -4.6728 2.2342 -2.6744
C -3.6887 2.9124 -1.9676
C -3.0303 2.2744 -0.9286
C -2.8366 -1.4780 0.9585
C -3.2914 -2.0018 2.1648
C -3.6177 -3.3507 2.2488
C -3.5179 -4.1650 1.1299
C -3.0570 -3.6439 -0.0741
C -2.6992 -2.3093 -0.1592
H 0.3578 1.8515 5.3569
H 1.5374 0.2149 6.7919
H 2.3893 -1.8944 5.8311
H 2.0873 -2.3819 3.4253
H -0.7822 -3.1310 1.7432
H -0.4217 -5.4972 1.1561
H 1.6106 -6.1746 -0.0744
H 3.3091 -4.4938 -0.6950
H 2.9637 -2.1149 -0.1173
H 2.7604 1.4110 1.8937
H 4.8799 1.2282 1.0474
H 5.5919 0.8026 -1.0699
H 4.2335 1.8399 -2.8364
H 0.9215 -0.6104 -1.3971
H -1.5897 3.1790 4.6611
H -3.9765 3.2763 5.3220
H -5.6746 2.0619 4.0041
H -5.0096 0.7349 2.0336
H -4.6303 -0.7259 -1.0302
H -5.7924 0.4157 -2.8743
H -5.1959 2.7331 -3.4796
H -3.4574 3.9414 -2.2117
H -2.3045 2.8152 -0.3280
H -3.3939 -1.3710 3.0407
H -3.9688 -3.7576 3.1880
H -3.8037 -5.2067 1.1938
H -2.9695 -4.2820 -0.9443
H -2.3167 -1.9122 -1.0927
C 1.4020 -3.0962 -4.3278
C 0.1007 -2.3272 -4.5452
S -0.4224 -1.2448 -3.1741
C -0.0981 0.4482 -3.7465
C 1.3605 0.8995 -3.8042
S 2.0758 1.3913 -2.1917
C 4.2139 -0.2662 -3.1737
C 3.3986 -1.5602 -2.9923
S 2.9232 -2.1638 -4.6455
H 1.4294 -3.9218 -5.0406
H 1.4465 -3.5378 -3.3316
H -0.7173 -3.0404 -4.6555
H 0.1340 -1.7355 -5.4600
H -0.7040 1.0992 -3.1095
H -0.5042 0.5568 -4.7529
H 1.4516 1.8151 -4.3923
H 1.9879 0.1252 -4.2458
H 5.2691 -0.4666 -2.9794
H 4.1723 0.0446 -4.2189
H 2.4934 -1.4080 -2.4090
H 3.9861 -2.3249 -2.4868
Br 3.5846 6.4310 -1.1687
C 2.4767 5.0008 -0.6642
C 2.9674 3.9346 0.0081
C 2.0663 2.8652 0.4487
C 0.6768 2.8318 -0.0576
C 0.2453 3.9896 -0.7094
C 1.1012 5.0340 -0.9987
H 4.0113 3.9013 0.2979
H 1.7136 3.3097 1.4385
H -0.7805 4.0813 -1.0397
H 0.7224 5.9078 -1.5175
*
```